47
Properties=species:S:1:pos:R:3:forces:R:3 method="wB97M-V/def2-TZVPD" gap_ev="7.268 / 7.211" charge=-1 energy_ev=-85858.96711 relative_energy_kj_mol=50.6 spin_multiplicity=3 s2=2.0062
Pr -0.500 -0.679 -0.141 -0.36 -1.28 0.49
C 3.435 -1.036 -2.196 -0.61 0.12 0.52
Si 2.281 -0.435 -0.733 1.89 0.60 -0.42
C 3.249 -1.012 0.865 -0.55 0.12 -0.46
C 2.571 1.519 -0.719 -0.30 -0.70 0.04
C 3.892 1.959 -0.646 0.27 -0.03 0.03
C 4.233 3.298 -0.579 0.15 -0.09 -0.01
C 3.230 4.248 -0.583 0.01 0.18 -0.01
C 1.916 3.833 -0.659 -0.20 0.20 0.01
C 1.548 2.490 -0.731 -0.63 -0.40 0.02
Si -0.392 2.126 -0.782 0.38 2.10 -0.38
C -0.997 3.108 0.799 0.13 -0.62 -0.36
C -1.017 3.339 -2.193 0.16 -0.73 0.41
H 4.474 -0.751 -2.047 0.16 0.13 0.14
H 3.113 -0.617 -3.146 -0.10 0.09 -0.13
H 3.405 -2.119 -2.291 -0.04 -0.18 0.02
H 4.295 -0.716 0.872 0.15 0.14 -0.10
H 3.213 -2.097 0.965 -0.03 -0.12 0.00
H 2.775 -0.587 1.751 0.01 0.02 0.12
H 4.693 1.231 -0.631 0.08 -0.12 0.00
H 5.270 3.599 -0.519 0.08 -0.01 0.00
H 3.469 5.303 -0.523 0.00 0.03 0.00
H 1.142 4.588 -0.652 -0.11 0.12 -0.01
H -0.694 4.153 0.805 0.16 0.14 -0.14
H -0.600 2.645 1.702 -0.01 -0.02 0.15
H -2.084 3.085 0.866 -0.18 -0.04 0.03
H -0.727 4.371 -2.018 0.14 0.14 0.17
H -2.104 3.315 -2.247 -0.19 -0.04 -0.01
H -0.632 3.053 -3.169 0.06 -0.10 -0.15
Cl -3.289 -1.022 -0.661 -0.67 0.36 -0.26
C -3.759 -2.695 -0.685 0.13 -0.88 0.08
C -5.102 -2.992 -0.578 -0.13 0.18 -0.01
C -5.517 -4.310 -0.538 0.13 -0.01 0.00
C -4.571 -5.324 -0.570 -0.18 0.01 -0.01
C -3.234 -5.015 -0.687 0.06 0.39 0.03
Cl -2.080 -6.298 -0.690 0.00 -0.27 -0.05
C -2.765 -3.685 -0.779 -0.35 0.06 0.02
S -1.101 -3.351 -1.029 0.67 0.45 -0.03
H -5.815 -2.187 -0.519 -0.13 0.13 0.01
H -6.565 -4.548 -0.468 -0.12 0.00 0.05
H -4.878 -6.356 -0.499 0.04 -0.08 -0.02
B -0.595 -0.547 4.908 0.02 0.02 0.47
C -0.733 -0.609 3.379 -0.01 -0.10 -1.25
N -0.792 -0.675 2.215 0.02 0.11 0.85
H -1.069 -1.558 5.352 -0.09 -0.19 0.07
H -1.178 0.428 5.301 -0.12 0.20 0.04
H 0.585 -0.474 5.125 0.21 0.01 0.06